Entry from the Open Molecules 2025 dataset: 2 unconnected molecules or ions with the total composition C16H18FNO7 (ωB97M-V/def2-TZVPD).

gap between HOMO and LUMO	8.65	eV
SMILES	CCCC1=C(C[C@H](C)O)C(=O)C=C(OC#N)C1=O.O=C1OC[C@@H](F)O1
LUMO energy	-1.42	eV

The geometry in ORCA input format:
```
! wB97M-V def2-TZVPD RIJCOSX def2/J DEFGRID3
* xyz 0 1
C -2.37124 0.07366 1.49744
C -1.93665 -1.12603 0.66092
C -1.63512 -0.74608 -0.80347
C -0.19667 -0.71599 -1.19050
C 0.22012 -0.84823 -2.44723
C -0.66391 -1.02276 -3.62544
C -1.10028 0.35782 -4.19981
C -0.79554 0.46953 -5.67914
O -0.39761 1.38837 -3.51445
C 1.66504 -0.80413 -2.75063
O 2.07257 -0.51298 -3.85849
C 2.61397 -1.15315 -1.66953
C 2.20793 -1.00056 -0.43634
O 3.06240 -1.31744 0.62525
C 3.36928 -0.29225 1.34466
N 3.36043 0.67953 2.00176
C 0.84505 -0.46820 -0.16543
O 0.60405 0.17523 0.83049
H -1.50124 0.62661 1.82289
H -2.90033 -0.22636 2.38772
H -2.95876 0.76487 0.90971
H -1.07816 -1.58373 1.12912
H -2.75720 -1.82673 0.70182
H -2.19124 -1.41068 -1.44111
H -2.03853 0.24774 -0.96313
H -1.55385 -1.56863 -3.35556
H -0.15675 -1.59259 -4.38748
H -2.15601 0.47683 -3.98231
H -1.54388 -0.00163 -6.30391
H -0.76577 1.51928 -5.94016
H 0.19148 0.08207 -5.87383
H -0.93012 2.18113 -3.52379
H 3.59116 -1.50477 -1.93445
C 1.55665 0.80506 4.85531
C 1.21199 1.45332 6.17385
O -0.16420 1.75283 6.01667
C -0.68036 0.83477 5.14709
O -1.83451 0.63149 4.99283
O 0.31361 0.18231 4.50022
F 1.90010 2.60571 6.37104
H 1.82904 1.53823 4.09639
H 2.35058 0.06788 4.93592
H 1.34248 0.80862 7.04509
*
```

***

Entry from the Open Molecules 2025 dataset: a single C16H18N2OS3 molecule (ωB97M-V/def2-TZVPD).

gap between HOMO and LUMO	8.72	eV
SMILES	Cc1ccc(/C=N/CCN2C(=O)CS[C@H]2c2ccc(C)s2)s1
LUMO energy	0.30	eV
relative energy (zero: lowest compared OMol25 entry of this formula, charge and spin)	14.9	kcal per mole

The geometry in ORCA input format:
```
! wB97M-V def2-TZVPD RIJCOSX def2/J DEFGRID3
* xyz 0 1
O 0.82590 -3.29964 -4.39839
N 0.41915 -3.32821 0.07501
S -2.62320 -0.89958 1.28766
S 1.54253 -0.02091 0.30009
S 1.05855 0.48254 -4.15024
C 0.78231 -2.14511 -4.00128
C -1.06132 -2.56039 2.56105
C -1.83454 -1.83339 3.57544
C -0.28955 1.85908 -0.04628
C -0.04856 1.28075 -1.35889
C -1.37660 -2.13943 1.29509
C -2.72802 -0.93969 3.06273
C 0.51059 1.25137 0.91966
C 0.95890 0.31565 -1.32755
C -0.72207 -2.63948 0.05784
N 1.18377 -1.79345 -2.70301
C -3.38526 0.11349 3.90196
C 0.44528 1.65789 2.38698
C 0.43192 -1.02852 -4.95388
C 1.54358 -0.36736 -2.58534
C 0.95764 -3.77286 -1.22114
C 1.93097 -2.73345 -1.84357
H -0.33545 -3.32500 2.74297
H -1.68085 -1.97054 4.61797
H -1.05598 2.62442 0.13790
H -0.57170 1.67403 -2.23732
H -1.20475 -2.39922 -0.87252
H -4.44834 0.12476 3.77628
H -2.98476 1.08188 3.56426
H -3.20938 -0.09521 4.95797
H 1.36225 2.20506 2.69361
H -0.36887 2.40184 2.60805
H 0.29279 0.77520 3.02140
H 0.86621 -1.14515 -5.92918
H -0.62971 -0.98521 -5.12570
H 2.63205 -0.21549 -2.52971
H 0.20357 -4.10139 -1.93664
H 1.55860 -4.64421 -0.98522
H 2.71267 -3.20113 -2.43085
H 2.48020 -2.21489 -1.07027
*
```

***

Entry from the Open Molecules 2025 dataset: a molecular structure, C16H18N5O7PtS (ωB97M-V/def2-TZVPD).

gap between HOMO and LUMO (spin up / spin down)	8.02 / 4.51	eV
LUMO energy (spin up / spin down)	-3.08 / -6.54	eV
⟨S²⟩	6.03

The geometry in ORCA input format:
```
! wB97M-V def2-TZVPD RIJCOSX def2/J DEFGRID3
* xyz 1 5
Pt -0.79035 1.53219 -1.12638
O -2.77859 0.47743 -2.39955
C -2.79237 -0.56475 -3.36610
C -1.46445 -1.26884 -3.26126
N -0.29729 -0.42209 -3.51611
C 0.94294 -0.93012 -3.06000
C 1.61643 -0.22798 -1.78328
O 2.47365 -0.89524 -1.26567
O 1.25297 0.96503 -1.51405
C -0.36282 0.66511 -4.44533
C -1.00535 2.07629 -4.05980
O -1.46943 2.66132 -4.99827
O -0.87004 2.53601 -2.86276
H -3.65713 0.85411 -2.27672
H -2.97115 -0.15625 -4.36447
H -3.57005 -1.29864 -3.14686
H -1.42306 -2.09660 -3.97981
H -1.35299 -1.68236 -2.25772
H 1.70543 -0.81113 -3.83188
H 0.83781 -1.97698 -2.78877
H -0.96127 0.34915 -5.30041
H 0.64544 0.90229 -4.78115
N 2.74226 -2.81527 4.81642
C 1.78403 -2.33163 3.99157
C 2.05733 -2.13556 2.62300
C 1.08127 -1.66634 1.78173
C -0.18090 -1.35843 2.29942
C -0.46463 -1.52101 3.65412
C 0.50663 -2.01601 4.48949
S -1.38946 -0.75193 1.24481
O -1.42067 -1.47729 0.00793
O -2.59000 -0.44732 1.95152
N -0.77703 0.75106 0.70396
C -0.20637 1.73973 1.48525
N 0.11418 2.76786 0.67708
C 0.73472 3.80547 1.21278
C 1.00810 3.81623 2.57509
C 0.60588 2.71574 3.32181
N 0.00170 1.65799 2.78286
H 3.64920 -3.06219 4.46652
H 2.55149 -2.98483 5.78651
H 3.03928 -2.36917 2.23220
H 1.30564 -1.53236 0.73152
H -1.44238 -1.25572 4.03083
H 0.29147 -2.16443 5.53990
H 0.99984 4.62203 0.55416
H 1.51183 4.65250 3.03579
H 0.77826 2.67292 4.39009
*
```

***

Entry from the Open Molecules 2025 dataset: a molecular structure, C16H18N6O4SSbSe4Sn (ωB97M-V/def2-TZVPD).

gap between HOMO and LUMO	5.79	eV
LUMO energy	1.60	eV
relative energy (zero: lowest compared OMol25 entry of this formula, charge and spin)	0.0	kcal per mole

The geometry in ORCA input format:
```
! wB97M-V def2-TZVPD RIJCOSX def2/J DEFGRID3
* xyz -1 1
Sn -0.56093 -0.13180 1.31891
N -2.77485 -0.85322 5.27498
C -2.13975 -0.33601 4.19158
S -2.56928 -1.01556 2.66725
N -1.31839 0.66511 4.44277
N -0.59922 1.09484 3.38578
C 0.18761 2.08124 3.60816
C 1.16756 2.49793 2.61026
C 1.96164 3.62757 2.79795
C 2.91838 3.93152 1.84670
C 3.06618 3.10385 0.74265
C 2.23252 2.00136 0.63067
N 1.30846 1.71461 1.53944
H -3.01935 -1.82889 5.17743
H -2.34603 -0.60823 6.15506
H 0.18796 2.55197 4.58725
H 1.82637 4.24247 3.67799
H 3.54872 4.80339 1.96726
H 3.81206 3.29932 -0.01499
H 2.30802 1.31317 -0.20644
Se -1.16370 -4.10633 4.41500
Sb 0.95775 -3.83977 3.32387
Se -0.57886 -3.16073 -0.28287
Se 1.39302 -1.44207 2.53480
Se 0.44713 -4.85161 0.79013
O -1.11685 -2.79129 -5.56365
C -1.27410 -2.82242 -4.16666
N -1.05306 -1.52875 -3.55925
C -1.90548 -0.52445 -3.84305
O -2.81184 -0.65523 -4.66280
C -1.70235 0.75313 -3.09182
C -0.47520 1.14293 -2.57161
C -0.41110 2.34050 -1.87731
C -1.57018 3.07742 -1.71178
N -2.75467 2.71691 -2.20444
C -2.80304 1.58311 -2.89407
H -1.80329 -2.18761 -5.88080
H -0.53647 -3.51222 -3.76327
H -2.27831 -3.17144 -3.90612
H -0.39437 -1.45314 -2.79415
H 0.41417 0.53500 -2.69005
H 0.52046 2.68924 -1.45325
H -1.55326 4.00257 -1.14501
H -3.76204 1.29313 -3.30640
C 2.87806 -2.75515 -0.61248
C 1.92805 -1.74734 -1.18034
O 2.27533 -0.67272 -1.62034
O 0.63216 -2.07730 -1.28473
H 3.89231 -2.39167 -0.75431
H 2.73931 -3.72137 -1.09506
H 2.67275 -2.87593 0.45115
*
```

***

Repeat the fourth record exactly.
Entry from the Open Molecules 2025 dataset: a molecular structure, C16H18N6O4SSbSe4Sn (ωB97M-V/def2-TZVPD).

gap between HOMO and LUMO	5.79	eV
LUMO energy	1.60	eV
relative energy (zero: lowest compared OMol25 entry of this formula, charge and spin)	0.0	kcal per mole

The geometry in ORCA input format:
```
! wB97M-V def2-TZVPD RIJCOSX def2/J DEFGRID3
* xyz -1 1
Sn -0.56093 -0.13180 1.31891
N -2.77485 -0.85322 5.27498
C -2.13975 -0.33601 4.19158
S -2.56928 -1.01556 2.66725
N -1.31839 0.66511 4.44277
N -0.59922 1.09484 3.38578
C 0.18761 2.08124 3.60816
C 1.16756 2.49793 2.61026
C 1.96164 3.62757 2.79795
C 2.91838 3.93152 1.84670
C 3.06618 3.10385 0.74265
C 2.23252 2.00136 0.63067
N 1.30846 1.71461 1.53944
H -3.01935 -1.82889 5.17743
H -2.34603 -0.60823 6.15506
H 0.18796 2.55197 4.58725
H 1.82637 4.24247 3.67799
H 3.54872 4.80339 1.96726
H 3.81206 3.29932 -0.01499
H 2.30802 1.31317 -0.20644
Se -1.16370 -4.10633 4.41500
Sb 0.95775 -3.83977 3.32387
Se -0.57886 -3.16073 -0.28287
Se 1.39302 -1.44207 2.53480
Se 0.44713 -4.85161 0.79013
O -1.11685 -2.79129 -5.56365
C -1.27410 -2.82242 -4.16666
N -1.05306 -1.52875 -3.55925
C -1.90548 -0.52445 -3.84305
O -2.81184 -0.65523 -4.66280
C -1.70235 0.75313 -3.09182
C -0.47520 1.14293 -2.57161
C -0.41110 2.34050 -1.87731
C -1.57018 3.07742 -1.71178
N -2.75467 2.71691 -2.20444
C -2.80304 1.58311 -2.89407
H -1.80329 -2.18761 -5.88080
H -0.53647 -3.51222 -3.76327
H -2.27831 -3.17144 -3.90612
H -0.39437 -1.45314 -2.79415
H 0.41417 0.53500 -2.69005
H 0.52046 2.68924 -1.45325
H -1.55326 4.00257 -1.14501
H -3.76204 1.29313 -3.30640
C 2.87806 -2.75515 -0.61248
C 1.92805 -1.74734 -1.18034
O 2.27533 -0.67272 -1.62034
O 0.63216 -2.07730 -1.28473
H 3.89231 -2.39167 -0.75431
H 2.73931 -3.72137 -1.09506
H 2.67275 -2.87593 0.45115
*
```